# 1
A 6-piece molecular cluster, C30H70ClN4O6 overall in a non-equilibrium geometry. Source: OMol25; level of theory: the ωB97M-V functional and the def2-TZVPD basis.

CARTESIAN COORDINATES (ANGSTROEM)
C 0.836 5.406 -2.496
C 1.966 4.465 -2.024
C 1.929 3.068 -2.648
O 1.259 2.136 -1.778
N -0.086 2.065 -2.073
C -0.879 1.132 -1.577
N -2.196 1.135 -1.817
C -2.686 0.121 -1.126
N -1.699 -0.512 -0.484
Cl -1.949 -1.844 0.520
N -0.509 0.094 -0.772
C 0.773 -0.350 -0.215
C 1.835 -0.794 -1.222
C 1.357 -1.585 -2.460
C 0.238 -2.590 -2.178
C 1.025 -0.688 -3.664
H 0.085 4.876 -3.072
H 1.253 6.181 -3.129
H 0.384 5.896 -1.643
H 1.850 4.303 -0.957
H 2.953 4.881 -2.193
H 2.933 2.691 -2.800
H 1.447 3.072 -3.626
H -0.497 2.781 -2.649
H -3.712 -0.186 -1.048
H 0.590 -1.174 0.462
H 1.157 0.456 0.404
H 2.464 0.020 -1.556
H 2.491 -1.465 -0.672
H 2.222 -2.162 -2.777
H -0.725 -2.091 -2.287
H 0.327 -3.072 -1.210
H 0.260 -3.340 -2.963
H -0.030 -0.429 -3.722
H 1.288 -1.231 -4.566
H 1.666 0.186 -3.640
C -7.720 0.096 2.203
C -6.877 0.731 3.294
O -5.609 0.117 3.475
C -4.743 0.130 2.368
C -4.380 1.528 1.886
H -7.856 -0.968 2.396
H -8.700 0.571 2.163
H -7.262 0.199 1.217
H -7.389 0.627 4.250
H -6.759 1.806 3.117
H -5.160 -0.471 1.547
H -3.837 -0.381 2.699
H -5.250 2.072 1.518
H -3.654 1.477 1.071
H -3.946 2.109 2.700
C 6.982 0.446 -3.368
C 5.789 -0.201 -2.687
O 5.309 -1.367 -3.330
C 6.230 -2.442 -3.439
C 6.734 -2.962 -2.105
H 6.749 0.677 -4.408
H 7.252 1.370 -2.855
H 7.857 -0.204 -3.361
H 4.950 0.499 -2.693
H 6.012 -0.411 -1.634
H 7.067 -2.162 -4.087
H 5.690 -3.235 -3.956
H 7.309 -2.210 -1.562
H 7.382 -3.824 -2.260
H 5.899 -3.263 -1.471
C -4.644 0.837 6.469
C -4.715 2.196 7.143
O -3.648 2.457 8.036
C -2.351 2.445 7.477
C -2.142 3.470 6.374
H -4.595 0.043 7.217
H -5.520 0.677 5.848
H -3.766 0.743 5.828
H -5.621 2.253 7.747
H -4.789 2.993 6.394
H -2.097 1.439 7.121
H -1.675 2.662 8.303
H -2.779 3.275 5.509
H -1.105 3.450 6.035
H -2.372 4.472 6.736
C -2.336 -7.537 -5.226
C -1.636 -6.581 -4.277
O -0.738 -5.689 -4.914
C -1.300 -4.823 -5.882
C -2.370 -3.897 -5.329
H -1.605 -8.107 -5.800
H -2.959 -8.234 -4.665
H -2.980 -7.014 -5.934
H -1.029 -7.150 -3.573
H -2.369 -6.024 -3.680
H -1.685 -5.394 -6.734
H -0.468 -4.228 -6.260
H -3.239 -4.444 -4.962
H -2.715 -3.209 -6.101
H -1.969 -3.317 -4.495
C 3.182 0.698 4.753
C 4.081 0.828 3.536
O 3.448 1.419 2.412
C 2.961 2.738 2.592
C 4.032 3.750 2.960
H 2.282 0.132 4.506
H 3.709 0.181 5.554
H 2.869 1.669 5.137
H 4.391 -0.164 3.208
H 4.996 1.374 3.788
H 2.151 2.748 3.330
H 2.516 3.017 1.635
H 4.488 3.529 3.925
H 3.600 4.749 3.018
H 4.826 3.754 2.212

Calculated values
LUMO energy (eV): -3.152
Net charge: +1
E (eV): -63001.1231



# 2
A 10-piece molecular cluster, C30H70N9O11PS overall in a non-equilibrium geometry. Source: OMol25; level of theory: the ωB97M-V functional and the def2-TZVPD basis.

CARTESIAN COORDINATES (ANGSTROEM)
O 0.258 0.313 3.377
C -0.035 1.520 3.436
O 0.853 2.451 2.968
C -1.344 1.970 4.069
C -1.982 3.264 3.487
P -3.836 3.138 3.395
S -4.243 1.476 2.155
H 0.399 3.195 2.562
H -2.022 1.131 3.929
H -1.224 2.080 5.146
H -1.782 4.073 4.191
H -1.599 3.520 2.502
H -4.212 2.787 4.713
H -4.243 0.398 2.964
C 6.954 2.527 2.523
N 6.094 3.697 2.383
C 4.747 3.778 2.524
C 3.996 2.505 2.841
O 4.169 4.849 2.375
H 7.695 2.713 3.297
H 7.469 2.351 1.577
H 6.385 1.642 2.785
H 6.525 4.576 2.145
H 2.935 2.735 2.904
H 4.144 1.769 2.050
H 4.324 2.087 3.792
C -4.072 -3.724 1.939
N -4.750 -2.455 1.737
C -6.084 -2.196 1.773
C -7.006 -3.357 2.055
O -6.507 -1.065 1.579
H -3.382 -3.639 2.779
H -3.499 -3.977 1.046
H -4.781 -4.519 2.142
H -4.183 -1.645 1.537
H -8.033 -3.003 2.050
H -6.901 -4.123 1.286
H -6.791 -3.784 3.036
C -2.511 1.960 -2.322
N -2.236 0.983 -1.286
C -1.281 0.018 -1.262
C -0.360 -0.082 -2.452
O -1.188 -0.734 -0.303
H -2.407 2.966 -1.915
H -3.536 1.834 -2.679
H -1.827 1.850 -3.154
H -2.805 0.990 -0.457
H 0.339 -0.896 -2.280
H -0.928 -0.293 -3.359
H 0.203 0.844 -2.581
C 5.681 4.263 -2.515
N 6.254 3.344 -1.548
C 7.350 2.556 -1.694
C 8.085 2.630 -3.012
O 7.714 1.816 -0.794
H 5.670 5.266 -2.085
H 4.652 3.968 -2.728
H 6.248 4.275 -3.439
H 5.804 3.253 -0.649
H 8.928 1.947 -2.977
H 7.429 2.338 -3.833
H 8.459 3.639 -3.187
C -11.501 -5.553 3.498
N -10.434 -5.827 2.553
C -10.259 -5.314 1.311
C -11.282 -4.326 0.808
O -9.296 -5.650 0.636
H -11.078 -5.150 4.419
H -12.026 -6.480 3.735
H -12.209 -4.840 3.093
H -9.714 -6.479 2.823
H -11.001 -4.013 -0.192
H -12.270 -4.786 0.765
H -11.316 -3.447 1.452
C -7.133 -5.908 -1.791
N -6.801 -6.867 -0.756
C -5.810 -7.791 -0.748
C -4.912 -7.862 -1.962
O -5.657 -8.534 0.210
H -7.064 -4.902 -1.375
H -8.159 -6.082 -2.118
H -6.464 -5.994 -2.641
H -7.370 -6.867 0.080
H -4.175 -8.643 -1.804
H -5.491 -8.102 -2.854
H -4.391 -6.915 -2.109
C 6.780 0.758 8.773
N 7.542 0.878 7.544
C 7.198 1.524 6.398
C 5.859 2.220 6.367
O 7.956 1.535 5.442
H 7.349 1.186 9.600
H 6.596 -0.296 8.989
H 5.829 1.273 8.696
H 8.446 0.437 7.499
H 5.736 2.690 5.397
H 5.049 1.505 6.517
H 5.810 2.992 7.135
C 1.530 3.386 -6.946
N 0.964 3.097 -5.638
C 1.112 3.799 -4.489
C 1.964 5.041 -4.550
O 0.580 3.426 -3.453
H 0.723 3.507 -7.672
H 2.159 2.552 -7.247
H 2.130 4.288 -6.925
H 0.390 2.276 -5.537
H 2.002 5.492 -3.562
H 2.978 4.785 -4.859
H 1.538 5.768 -5.242
C 7.286 -0.010 -6.713
N 6.415 1.143 -6.855
C 5.064 1.197 -6.745
C 4.338 -0.090 -6.434
O 4.471 2.256 -6.891
H 7.999 0.166 -5.906
H 7.843 -0.164 -7.639
H 6.717 -0.906 -6.491
H 6.836 2.035 -7.063
H 3.274 0.115 -6.376
H 4.510 -0.827 -7.220
H 4.667 -0.495 -5.477

Calculated values
SMILES string: O=C(O)CCPS.CNC(C)=O.CNC(C)=O.CNC(C)=O.CNC(C)=O.CNC(C)=O.CNC(C)=O.CNC(C)=O.CNC(C)=O.CNC(C)=O
LUMO energy (eV): 0.468
Net charge: 0
E (eV): -88306.3364
Energy relative to the best compared isomer or geometry (same formula, charge and spin) (kJ/mol): 0.0



# 3
C30H71CrF6N6O16S2V as an isolated structure in a non-equilibrium geometry. Source: OMol25; level of theory: the ωB97M-V functional and the def2-TZVPD basis.

CARTESIAN COORDINATES (ANGSTROEM)
Cr -3.234 0.075 -2.052
O 0.878 3.751 -1.703
V 0.174 2.351 -2.017
O -0.974 2.782 -3.053
C -2.486 -4.043 -2.817
F -1.367 -3.617 -2.365
F -2.221 -5.149 -3.556
F -3.244 -4.193 -1.714
S -3.384 -2.672 -3.893
O -2.315 -1.874 -4.411
O -4.205 -3.330 -4.927
N -4.120 -1.567 -2.829
S -5.578 -2.053 -2.747
O -5.865 -3.501 -2.844
O -6.206 -1.460 -1.587
C -6.416 -1.215 -4.333
F -7.336 -2.078 -4.721
F -7.046 -0.062 -4.063
F -5.441 -1.034 -5.260
O 1.746 0.958 -0.782
C 0.822 -0.016 -0.215
C -0.324 -0.566 -1.206
O -1.160 0.367 -1.885
H 0.382 0.417 0.683
H 1.410 -0.891 0.063
H -0.933 -1.291 -0.664
H 0.083 -1.170 -2.017
C -3.555 -1.781 0.715
O -3.744 -0.562 -0.023
C -4.528 0.474 0.691
C -5.340 1.333 -0.255
N -4.569 1.818 -1.404
C -5.425 2.266 -2.484
C -4.485 2.555 -3.625
O -3.674 1.345 -3.962
C -2.959 1.543 -5.088
H -2.907 -1.668 1.584
H -2.900 -2.447 0.152
H -4.471 -2.212 1.119
H -3.852 1.066 1.307
H -5.175 0.128 1.496
H -5.849 2.194 0.177
H -6.197 0.795 -0.663
H -4.194 2.667 -1.006
H -5.900 3.210 -2.217
H -6.139 1.489 -2.757
H -3.995 3.524 -3.529
H -5.105 2.845 -4.473
H -2.151 0.814 -5.152
H -2.578 2.557 -5.211
H -3.644 1.236 -5.878
C 2.576 -1.502 -4.158
O 3.244 -0.511 -3.396
C 4.548 -0.902 -2.979
C 5.160 0.019 -1.863
N 4.526 0.066 -0.525
C 4.429 -1.152 0.214
C 5.745 -1.575 0.917
O 6.469 -0.552 1.577
C 7.655 -0.956 2.347
H 1.720 -1.114 -4.711
H 2.184 -2.293 -3.518
H 3.299 -1.910 -4.865
H 5.159 -0.972 -3.879
H 4.494 -1.882 -2.504
H 5.130 1.060 -2.183
H 6.233 -0.159 -1.799
H 3.549 0.234 -0.718
H 4.024 -1.991 -0.352
H 3.612 -0.992 0.917
H 6.476 -1.953 0.203
H 5.665 -2.380 1.648
H 8.156 -0.160 2.898
H 8.366 -1.499 1.725
H 7.348 -1.667 3.114
C 3.725 -0.409 3.609
O 3.922 0.777 2.777
C 2.793 1.633 2.683
C 3.281 3.034 2.077
N 3.823 2.811 0.736
C 3.744 4.181 0.120
C 4.133 4.144 -1.336
O 4.282 5.446 -1.822
C 5.024 5.505 -3.007
H 3.238 -1.270 3.149
H 3.315 -0.271 4.609
H 4.744 -0.786 3.702
H 2.505 1.893 3.701
H 2.043 1.092 2.105
H 4.015 3.368 2.811
H 2.496 3.790 2.109
H 3.171 2.236 0.222
H 4.327 4.809 0.794
H 2.758 4.630 0.232
H 3.352 3.614 -1.880
H 5.073 3.641 -1.560
H 6.083 5.639 -2.786
H 4.904 6.388 -3.635
H 4.972 4.711 -3.752
C 1.312 -3.634 1.433
C -0.014 -3.888 2.004
C -1.091 -4.620 1.125
O -2.376 -4.842 1.771
C -3.042 -6.003 1.352
N 0.235 -4.586 3.227
H 2.155 -3.179 1.952
H 1.152 -2.866 0.676
H 1.709 -4.550 0.994
H -0.460 -2.920 2.231
H -0.652 -5.571 0.821
H -1.172 -3.996 0.236
H -3.955 -6.043 1.947
H -2.523 -6.940 1.554
H -3.257 -5.792 0.305
H -0.650 -4.742 3.689
H 0.895 -4.069 3.789
C -1.423 0.853 3.251
C -1.880 2.058 4.019
C -1.847 2.003 5.561
O -2.066 3.384 6.079
C -2.075 3.524 7.539
N -1.000 3.135 3.600
H -1.277 0.966 2.176
H -2.201 0.099 3.367
H -0.432 0.483 3.515
H -2.844 2.439 3.681
H -0.948 1.507 5.926
H -2.521 1.240 5.947
H -2.392 2.608 8.037
H -2.788 4.338 7.674
H -1.096 3.783 7.942
H -1.184 3.151 2.608
H -0.087 2.702 3.606

Calculated values
LUMO energy (eV): -2.058
Net charge: 0
Multiplicity: 5
E (eV): -166033.6526
Expectation value of S²: 6.007



# 4
C30H71NO11P3 as an isolated structure in a non-equilibrium geometry. Source: OMol25; level of theory: the ωB97M-V functional and the def2-TZVPD basis.

CARTESIAN COORDINATES (ANGSTROEM)
C 4.301 -0.250 2.734
O 4.105 1.181 2.775
C 2.681 1.358 2.771
C 2.230 2.868 2.782
C 0.628 2.846 2.737
C -0.031 4.029 3.568
C -1.235 3.549 4.498
C -2.326 2.685 3.741
C -2.814 1.404 4.569
C -3.664 0.406 3.656
C -3.970 -0.987 4.402
C -5.308 -1.563 3.779
P -5.549 -3.451 3.911
O -3.938 -3.928 3.443
C -4.215 -5.031 2.575
C -5.352 -4.525 1.538
C -4.854 -4.178 0.081
C -4.404 -2.655 -0.083
C -3.158 -2.464 0.875
C -2.091 -1.404 0.367
C -0.886 -1.484 1.413
N -0.398 -0.139 1.832
O -6.127 -3.549 2.246
H 3.694 -0.748 3.547
H 3.857 -0.628 1.760
H 5.379 -0.539 2.776
H 2.277 0.909 1.810
H 2.217 0.864 3.672
H 2.588 3.355 1.827
H 2.558 3.425 3.699
H 0.252 2.855 1.678
H 0.327 1.892 3.269
H 0.773 4.424 4.252
H -0.338 4.870 2.886
H -1.749 4.502 4.831
H -0.809 3.063 5.413
H -2.013 2.352 2.710
H -3.233 3.339 3.585
H -3.472 1.808 5.392
H -1.932 0.872 5.038
H -3.049 0.252 2.721
H -4.610 0.927 3.338
H -3.062 -1.622 4.238
H -4.065 -0.718 5.488
H -6.177 -1.065 4.306
H -5.360 -1.281 2.692
H -5.058 -3.514 5.289
H -6.897 -3.191 4.423
H -5.939 -4.851 4.096
H -4.434 -6.017 3.084
H -3.364 -5.328 1.881
H -6.011 -5.435 1.358
H -3.904 -4.781 -0.080
H -5.552 -4.513 -0.739
H -5.267 -2.045 0.323
H -4.214 -2.373 -1.153
H -2.637 -3.436 1.082
H -3.548 -2.079 1.851
H -2.598 -0.395 0.439
H -1.763 -1.625 -0.681
H -0.016 -2.074 1.022
H -1.308 -1.984 2.340
H 0.437 -0.330 2.398
H -1.046 0.321 2.474
O -2.310 0.953 -3.511
P -1.899 2.401 -3.767
O -2.011 2.984 -2.219
C -1.088 2.520 -1.243
C 0.315 3.039 -1.495
O -3.351 2.936 -4.366
C -4.335 1.993 -4.794
C -5.231 1.551 -3.649
O -1.253 3.897 -4.289
C 0.035 3.944 -4.896
C 0.359 2.762 -5.786
H -1.094 1.425 -1.208
H -1.438 2.879 -0.274
H 0.744 2.569 -2.386
H 0.973 2.814 -0.653
H 0.305 4.120 -1.656
H -3.859 1.139 -5.283
H -4.943 2.483 -5.560
H -4.677 1.314 -2.740
H -5.816 0.673 -3.932
H -5.924 2.351 -3.379
H 0.797 4.052 -4.119
H 0.074 4.861 -5.491
H 0.220 1.806 -5.268
H 1.397 2.815 -6.120
H -0.286 2.756 -6.668
O 7.712 -0.532 -1.825
P 6.552 -1.092 -2.645
O 6.767 -0.209 -4.035
C 7.916 -0.450 -4.830
C 7.860 -1.799 -5.523
O 5.338 -0.208 -1.944
C 5.561 0.451 -0.695
C 6.146 1.840 -0.885
O 5.312 -1.992 -3.406
C 5.426 -3.406 -3.526
C 6.076 -4.090 -2.341
H 8.822 -0.368 -4.218
H 7.957 0.341 -5.581
H 7.973 -2.609 -4.796
H 8.663 -1.898 -6.256
H 6.902 -1.933 -6.030
H 6.188 -0.164 -0.046
H 4.594 0.536 -0.193
H 6.958 1.866 -1.614
H 6.524 2.234 0.061
H 5.383 2.525 -1.261
H 5.966 -3.649 -4.445
H 4.414 -3.799 -3.654
H 7.051 -3.651 -2.096
H 6.230 -5.150 -2.555
H 5.444 -4.007 -1.454

Calculated values
LUMO energy (eV): 0.229
Net charge: -1
E (eV): -84137.0459



Number 1: Kohn-Sham gap 7.880 eV, HOMO -11.03 eV. Number 2: Kohn-Sham gap 9.192 eV, HOMO -8.72 eV. Number 3: Kohn-Sham gap 5.649 eV, HOMO -7.71 eV. Number 4: Kohn-Sham gap 4.038 eV, HOMO -3.81 eV.